# 1
DFT (the ωB97M-V functional and the def2-TZVPD basis) results for a molecular structure, C14H11ClN2O2Ru in a non-equilibrium geometry.

```
31
Properties=species:S:1:pos:R:3:nbo_charge:R:1
H -0.76647 -0.80106 5.17601 0.285
H -1.61483 -2.22489 -1.30004 0.279
N -0.26367 -0.14631 1.39130 -0.485
C 0.67136 1.05384 -3.96287 -0.661
N 2.70870 -0.85757 5.12097 -0.046
O -1.89290 2.54575 0.75562 -0.360
C -0.99168 -0.50892 -2.59512 -0.254
C 1.79050 -0.71754 4.41199 0.216
C -1.25675 1.87747 0.06140 0.633
H -2.34645 -0.19461 1.19274 0.236
H 1.66274 1.44979 -3.74907 0.241
C -0.63447 -0.63549 4.11390 -0.094
Ru -0.18501 0.76125 -1.01486 0.407
C 1.30701 -0.79570 -2.20883 -0.120
H 1.79585 -0.25999 1.74152 0.243
H 1.07262 -2.59868 -0.87094 0.276
C -1.49937 -0.29695 1.90377 0.166
H 0.72997 0.70303 -5.00240 0.283
H -1.91136 -0.20912 -3.10777 0.307
H -2.76807 -0.58579 3.60228 0.284
C 0.34254 0.06109 -2.89985 -0.087
O 2.25800 2.07009 0.11613 -0.330
H 2.39474 -0.67445 -2.33998 0.289
C 0.61097 -1.79862 -1.47207 -0.190
C -1.72292 -0.52004 3.27152 -0.176
Cl -1.42157 2.45778 -2.21904 -0.168
C 1.34977 1.45540 -0.28132 0.604
H -0.06052 1.87525 -3.91878 0.262
C 0.79637 -0.32378 2.19081 0.144
C -0.79830 -1.60531 -1.67681 -0.127
C 0.64321 -0.55592 3.56978 -0.060
```

## Properties
- <S²> = 6.044
- total charge = +2
- calculated total energy (a.u.) = -1354.30735
- E_HOMO (spin up / spin down) (eV) = -15.213 / -16.240
- relative energy (zero: lowest compared OMol25 entry of this formula, charge and spin) (kJ/mol) = 32.77
- 2S+1 = 5

---

# 2
DFT (the ωB97M-V functional and the def2-TZVPD basis) results for a molecular structure, C4H4N2O in a non-equilibrium geometry.

```
11
Properties=species:S:1:pos:R:3:nbo_charge:R:1
N -0.24861 1.15006 0.96380 -0.496
N 1.36924 -0.43770 0.15845 -0.578
C -0.81951 -0.46135 -0.82088 -0.314
H 1.78973 1.20755 1.33733 0.210
H 0.81641 -0.58853 1.21131 0.443
H -1.54047 -0.81991 -1.54618 0.239
C 0.95823 0.73732 0.81823 0.210
H 0.86546 -1.50797 -1.63315 0.222
C 0.45906 -0.85680 -0.85269 0.008
O -2.38771 1.00955 0.20708 -0.531
C -1.26182 0.56777 0.15670 0.587
```

## Properties
- calculated total energy (a.u.) = -339.47198
- E_HOMO (eV) = -9.965
- relative energy (zero: lowest compared OMol25 entry of this formula, charge and spin) (kJ/mol) = 287.98
- 2S+1 = 1

---

# 3
DFT (the ωB97M-V functional and the def2-TZVPD basis) results for 10 unconnected molecules or ions with the total composition C25H70O15.

```
110
Properties=species:S:1:pos:R:3:lowdin_charge:R:1
H -3.73667 4.10356 -28.12190 0.058
H -6.00645 2.65485 -27.13153 0.127
H -4.90242 -1.96004 -23.19207 0.088
H -5.35837 -5.72390 -21.11825 0.134
H -5.17121 -1.97652 -30.60043 0.079
C -2.17549 1.21506 -29.55345 -0.078
C -5.03343 -2.86635 -23.79134 -0.099
O -4.27623 -3.38706 -29.34784 -0.171
C -5.26558 -3.55862 -28.36308 -0.212
H 2.12757 0.97928 -28.30860 0.132
H -2.38100 -1.52654 -23.12750 0.049
H -5.23070 -2.71755 -27.65394 0.118
H -1.72434 5.72356 -24.45068 0.093
C -1.35201 -1.92049 -23.15128 -0.176
O -1.12716 0.65519 -28.80834 -0.201
H -4.16810 -3.02628 -24.45199 0.083
H -2.72657 4.29053 -24.07752 0.069
H -3.19011 -4.15522 -22.52673 0.122
O -3.82630 -6.50926 -22.23623 -0.176
H -2.02162 1.05546 -30.62648 0.102
H -1.48010 5.81909 -28.10850 0.082
H -1.66717 3.53797 -27.39797 0.096
H -2.66615 1.29406 -21.99019 0.088
H -7.96786 -0.69025 -24.38290 0.083
H -2.11470 2.06039 -23.54598 0.064
O -5.14873 -5.93629 -28.46942 -0.172
H -1.21570 -0.05860 -26.97627 0.051
C -1.51282 3.85860 -26.36406 -0.203
H -3.12112 0.75910 -29.26491 0.069
H -4.21970 -3.36677 -21.29714 0.132
C -5.65720 2.25839 -28.09956 -0.222
O -0.46197 -0.93424 -23.62876 -0.135
H 1.00530 -0.35082 -28.03810 0.139
H -3.43202 -2.04223 -30.58063 0.097
H 0.03549 5.13058 -28.73865 0.089
O 0.08832 5.70627 -26.73875 -0.159
H -3.99636 -4.82951 -27.18514 0.114
H -6.36293 1.02273 -25.09164 0.076
C -7.44090 -0.55917 -25.33151 -0.170
C -0.38817 5.87122 -28.04097 -0.115
H -3.38506 -8.47725 -22.33600 0.088
H -4.31054 -1.30287 -29.20204 0.060
O 0.74287 1.26739 -26.77700 -0.218
C -4.30844 -5.51518 -21.36499 -0.222
H -3.72827 -5.49748 -20.43205 0.127
O -5.41743 3.29772 -29.01302 -0.170
C 1.67071 0.88954 -25.77969 -0.083
H -3.02545 -7.73865 -20.77448 0.088
H -4.16857 -7.18483 -27.13355 0.090
H -6.94154 0.55781 -27.91365 0.109
H -3.35679 -0.92201 -27.17230 0.066
O -6.16942 0.70573 -29.82261 -0.180
H -2.27581 2.29278 -29.35969 0.087
H -1.09343 -2.19107 -22.13048 0.081
H 2.68574 1.15540 -26.07684 0.090
H -0.77130 -0.70485 -24.52150 0.026
H 0.59658 3.69703 -26.61752 0.113
H -2.29794 -3.47046 -26.97840 0.057
C -7.18267 -0.00128 -30.51192 -0.109
H -1.59304 -4.94937 -28.49790 0.067
H -4.72727 -8.07407 -21.24352 0.090
H 1.35969 1.38588 -24.86330 0.094
H -3.47286 5.80517 -24.60865 0.094
H -5.00326 -7.94703 -28.50998 0.088
C -0.11668 4.42111 -26.20103 -0.206
H 1.58197 -0.18609 -25.58441 0.093
O -1.59348 -0.42741 -26.16157 -0.138
H -6.74018 -0.43230 -31.40364 0.082
H -7.61454 1.85352 -28.86376 0.134
C -2.91807 1.53959 -23.02315 -0.129
H -1.65272 2.96927 -25.73726 0.121
C -4.30874 -2.11138 -29.93363 -0.102
C -1.28032 -3.39739 -27.37512 -0.161
H -0.09575 6.85849 -28.39813 0.091
C -6.67295 1.31769 -28.66782 -0.222
H -4.65586 5.15143 -29.19348 0.093
H -3.32806 0.68343 -26.44553 0.076
C -2.61305 5.15074 -24.74492 -0.096
C 1.08829 0.75051 -28.04127 -0.205
C 0.10308 1.29277 -29.03202 -0.201
C -3.74225 -7.75325 -21.60495 -0.125
H 0.15251 4.49367 -25.14359 0.126
H -3.12427 0.59504 -23.52088 0.049
H -0.59599 -3.14986 -26.57126 0.076
H -4.72182 1.72899 -27.85816 0.105
O -5.21118 -4.02194 -22.98285 -0.173
H -4.09399 2.94666 -22.31436 0.069
C -5.01261 -4.83316 -27.60703 -0.225
O -2.53850 4.80148 -26.09822 -0.198
H -3.50210 -0.71458 -25.41433 0.061
H -5.95356 -7.32558 -27.14761 0.089
H -6.26409 -3.61519 -28.82236 0.135
H -7.63792 -0.76223 -29.86409 0.091
H 0.43487 1.21568 -30.07631 0.136
O -4.11212 2.33921 -23.05740 -0.135
H -1.28389 -2.61229 -28.13924 0.076
H -7.98448 0.68592 -30.81747 0.091
H -7.29771 -1.54341 -25.78145 0.067
C -5.06372 -7.15468 -27.76453 -0.109
H -0.00853 2.37904 -28.86326 0.118
C -2.99821 -0.35651 -26.31179 -0.124
C -4.74686 4.39352 -28.41456 -0.087
O -0.87515 -4.63547 -27.94064 -0.113
H -8.09426 -0.03519 -26.03912 0.071
O -6.18776 0.08100 -25.17921 -0.126
C -4.17676 -4.18069 -22.03835 -0.220
H -1.38335 -2.80649 -23.79514 0.075
H -5.73242 -4.88659 -26.77622 0.130
H -5.30508 4.80451 -27.57065 0.093
H -5.91187 -2.80395 -24.42662 0.069
```

## Properties
- SMILES string = COCCOC.COCCOC.COCCOC.COCCOC.COCCOC.CO.CO.CO.CO.CO
- calculated total energy (a.u.) = -2122.82972
- E_HOMO (eV) = -9.459
- relative energy (zero: lowest compared OMol25 entry of this formula, charge and spin) (kJ/mol) = 410.97
- 2S+1 = 1

---

# 4
DFT (the ωB97M-V functional and the def2-TZVPD basis) results for 6 unconnected molecules or ions with the total composition C15H30Br6O3 in a non-equilibrium geometry.

```
54
Properties=species:S:1:pos:R:3:nbo_charge:R:1
H 3.30310 3.22885 17.44117 0.241
H 1.18260 9.17549 15.72661 0.239
H -0.62619 6.76538 15.72656 0.241
C 4.15992 4.29502 20.26444 -0.727
C 2.30009 8.12096 17.28559 0.630
C 7.34293 7.61578 20.57994 -0.721
H 8.28105 7.43635 20.08181 0.213
H -1.64236 5.81722 14.53172 0.231
C 4.49068 6.64324 13.08320 -0.391
Br 5.58450 4.29762 12.33408 0.017
H 1.37021 5.75864 15.09718 0.246
H 7.93856 4.47203 21.95795 0.229
H 7.54588 4.68979 20.26833 0.262
H 2.84720 8.76647 19.26949 0.237
H 1.87116 10.31128 17.01938 0.227
C 7.97214 5.18222 21.16151 -0.739
C 3.32379 8.24225 18.43294 -0.726
H 3.55050 7.23153 18.79795 0.228
Br 1.82921 0.54736 21.05247 -0.008
Br 4.67929 8.28809 14.17606 -0.064
H 6.58229 7.65787 19.84743 0.236
H 0.49947 4.53854 14.08331 0.216
O 5.61182 4.85761 18.49711 -0.575
C -0.68025 6.20233 14.80164 -0.453
H 3.72515 3.28334 20.30443 0.227
H 6.55516 6.51530 12.82944 0.227
C 3.43621 4.28262 17.74671 -0.729
C 0.42649 5.19028 14.91594 -0.421
H 6.04797 5.79432 14.32419 0.243
H 3.72662 4.86904 16.89038 0.235
H 2.52851 4.71600 18.10190 0.245
H -1.29328 1.39379 21.44040 0.232
H 2.85144 9.58953 15.74995 0.244
H 9.01279 5.47648 20.96652 0.223
Br 0.03202 4.04511 16.48947 -0.042
C 1.98667 9.39182 16.43311 -0.739
C 4.49341 4.47002 18.79707 0.600
H 5.07259 4.26099 20.86812 0.237
H 4.25876 7.04404 12.12460 0.230
Br -0.06131 7.45849 13.48225 -0.016
H -0.03666 2.70601 21.73744 0.234
C 5.77529 5.94421 13.26540 -0.480
C 7.16875 6.40271 21.51639 0.615
H -0.17058 0.55678 19.51244 0.229
C -0.57392 2.11163 20.99077 -0.450
O 1.76891 7.08108 17.01393 -0.579
H 3.63946 6.10751 13.43525 0.223
Br -1.65132 3.41559 20.00253 -0.007
H 0.87828 1.92401 19.26067 0.235
H 4.25287 8.73577 18.18885 0.235
H 3.47415 5.02157 20.71179 0.242
H 7.28000 8.47389 21.28978 0.236
C 0.35799 1.35215 20.06287 -0.460
O 6.42034 6.46632 22.45616 -0.556
```

## Properties
- SMILES string = CC(C)=O.CC(C)=O.CC(C)=O.BrCCBr.BrCCBr.BrCCBr
- calculated total energy (a.u.) = -16259.32427
- E_HOMO (eV) = -9.406
- 2S+1 = 1